{
  "formula": "C17H40F30N3O2P5",
  "method": "ωB97M-V/def2-TZVPD",
  "largest_force_ev_per_a": 19.0,
  "homo_ev": -2.2,
  "total_charge": -2,
  "homo_lumo_gap_ha": 0.1898,
  "mol_weight_g_mol": 1043.3,
  "species": ["C", "C", "O", "N", "H", "H", "C", "H", "H", "H", "H", "H", "H", "C", "C", "O", "N", "H", "H", "C", "H", "H", "H", "H", "H", "H", "C", "C", "C", "C", "N", "C", "C", "C", "C", "C", "C", "C", "H", "H", "H", "H", "H", "H", "H", "H", "H", "H", "H", "H", "H", "H", "H", "H", "H", "H", "H", "H", "H", "H", "H", "H", "P", "F", "F", "F", "F", "F", "F", "P", "F", "F", "F", "F", "F", "F", "P", "F", "F", "F", "F", "F", "F", "P", "F", "F", "F", "F", "F", "F", "P", "F", "F", "F", "F", "F", "F"],
  "coordinates": [[-0.864, -2.000, -0.413], [0.510, -1.258, -0.282], [1.412, -1.488, 0.507], [0.795, -0.343, -1.450], [0.040, -0.363, -2.120], [0.615, 0.583, -1.088], [2.150, -0.488, -2.117], [-1.622, -1.274, -0.120], [-0.910, -2.814, 0.312], [-1.036, -2.389, -1.416], [2.904, -0.499, -1.330], [2.318, 0.323, -2.825], [2.171, -1.325, -2.814], [0.736, -2.915, 2.035], [0.028, -3.863, 0.956], [0.451, -4.047, -0.171], [-1.109, -4.711, 1.457], [-1.421, -4.277, 2.314], [-1.887, -4.667, 0.815], [-0.886, -6.163, 1.705], [0.224, -1.967, 1.872], [1.780, -2.780, 1.753], [0.668, -3.348, 3.033], [-0.033, -6.356, 2.356], [-0.797, -6.693, 0.757], [-1.831, -6.466, 2.156], [-4.618, 3.455, 2.445], [-3.482, 2.735, 1.606], [-2.318, 2.234, 2.367], [-1.364, 1.398, 1.502], [0.133, 1.503, 1.812], [0.946, 0.436, 1.000], [2.364, 0.341, 1.665], [2.065, 0.739, 3.118], [0.541, 1.070, 3.207], [0.734, 2.877, 1.502], [0.387, 3.467, 0.115], [0.884, 4.911, -0.163], [-4.346, 4.399, 2.917], [-4.881, 2.748, 3.231], [-5.529, 3.723, 1.911], [-3.166, 3.483, 0.880], [-3.959, 2.021, 0.934], [-2.612, 1.679, 3.258], [-1.712, 3.012, 2.832], [-1.449, 1.577, 0.430], [-1.686, 0.367, 1.648], [1.147, 0.580, -0.062], [0.349, -0.476, 1.027], [2.903, 1.084, 1.078], [2.886, -0.613, 1.592], [2.739, 1.497, 3.516], [2.297, -0.096, 3.780], [0.289, 1.975, 3.759], [-0.177, 0.279, 3.421], [1.811, 2.796, 1.649], [0.207, 3.437, 2.274], [-0.691, 3.597, 0.011], [0.606, 2.797, -0.717], [0.295, 5.698, 0.307], [0.950, 5.130, -1.229], [1.870, 5.064, 0.277], [2.501, -0.268, -5.410], [1.568, 0.428, -6.589], [3.072, 1.217, -5.002], [1.347, -0.091, -4.232], [3.401, -1.021, -4.285], [1.870, -1.621, -6.006], [3.819, -0.568, -6.357], [2.969, 1.854, -0.967], [1.338, 1.723, -1.000], [2.919, 2.540, 0.548], [3.107, 0.375, -0.389], [4.559, 2.042, -0.957], [2.948, 1.260, -2.513], [2.810, 3.331, -1.706], [-1.469, 1.178, -1.632], [-0.103, 0.968, -2.493], [-0.630, 0.538, -0.343], [-0.944, 2.618, -1.165], [-2.885, 1.334, -0.771], [-2.219, 1.911, -2.931], [-1.844, -0.381, -2.081], [-0.183, -2.482, -3.487], [-1.328, -3.097, -2.558], [0.836, -2.793, -2.232], [0.208, -3.971, -4.118], [1.054, -1.885, -4.343], [-1.190, -2.091, -4.742], [-0.412, -0.907, -2.849], [-2.244, -1.607, 2.236], [-1.301, -2.550, 3.105], [-2.236, -2.787, 1.118], [-3.624, -2.365, 2.742], [-3.237, -0.636, 1.420], [-2.402, -0.603, 3.542], [-0.892, -0.924, 1.668]],
  "atomic_forces_ev_per_a": [[1.55, 2.60, 0.96], [2.19, -3.81, -5.33], [0.87, -3.78, -5.90], [8.50, -5.22, 7.31], [2.83, -0.62, 2.82], [1.71, -3.08, -1.74], [-2.96, -7.45, -0.59], [0.23, -0.68, -1.16], [0.37, 2.37, -2.16], [0.33, 0.78, 2.48], [-1.46, -3.19, -3.91], [-3.29, -4.74, 0.80], [-0.27, -0.08, 1.64], [0.03, -2.89, -0.25], [5.23, 0.05, -1.62], [-0.12, -2.47, 3.09], [0.02, -1.52, 0.47], [-0.23, 0.25, 0.41], [-0.11, 0.32, -0.41], [-0.22, -0.05, -0.25], [1.40, -1.74, 1.47], [-0.43, -0.83, 0.29], [-0.29, -0.11, 0.13], [-0.14, 0.19, -0.10], [0.30, 0.23, 0.06], [0.27, -0.36, 0.25], [0.72, -0.90, 0.16], [-2.12, 2.34, -0.85], [1.78, -0.13, 1.18], [-1.16, 1.35, 1.36], [1.57, -0.53, -1.78], [1.15, 1.23, 3.03], [-1.64, 0.98, 2.24], [-0.32, -0.63, 0.82], [-0.11, 1.57, -1.02], [-1.80, 0.59, 0.69], [-0.11, 3.32, 2.21], [0.88, -0.27, 1.06], [0.61, -0.07, 0.11], [-0.32, 0.13, 0.26], [0.09, -0.45, -0.48], [0.44, 0.11, -0.12], [0.10, -0.46, 0.62], [-0.32, -0.40, -0.13], [-0.29, 0.84, -0.20], [-0.75, 1.53, 3.44], [0.45, 3.45, -0.54], [0.19, 0.08, 4.82], [1.41, 4.73, 2.31], [-0.15, -1.51, 3.48], [-0.42, 0.41, 0.18], [-0.36, 0.61, -0.17], [-0.32, -0.31, 0.11], [0.18, -0.31, 0.82], [0.65, -0.13, 0.51], [-1.44, 0.36, 0.95], [0.48, 0.81, 0.12], [0.73, 0.82, 2.07], [-0.04, 3.72, 2.49], [-0.49, -0.07, 0.07], [-0.03, -0.21, 0.04], [0.42, 0.01, -0.29], [-0.12, 0.26, -0.59], [0.89, 0.72, 0.65], [0.06, -0.88, -0.64], [1.08, 6.03, -4.01], [0.20, 0.07, -0.20], [2.11, 0.22, -2.63], [-0.43, 1.24, -0.82], [2.15, 3.17, -4.08], [5.54, 2.01, -2.20], [1.69, 0.84, -3.32], [2.94, 4.48, 2.80], [-0.20, -0.33, 0.03], [6.65, 10.65, 1.78], [-0.05, -0.74, 1.53], [-3.15, -0.07, -4.25], [-4.24, 8.69, -3.61], [-5.93, 1.31, -2.20], [-4.49, -3.10, -4.15], [1.50, -0.54, -1.00], [0.63, -1.36, 1.32], [-8.22, 5.97, 4.55], [4.57, 0.33, -3.58], [-1.82, -1.29, -2.97], [-0.61, -0.39, -0.91], [-1.43, 0.68, 0.59], [-5.00, -7.49, 4.43], [0.28, -0.88, 1.93], [-0.32, -12.45, -14.34], [-4.77, -0.19, 2.28], [-0.99, -0.57, 1.71], [-3.41, 0.64, 1.67], [0.60, -0.21, 0.78], [0.99, -0.59, -0.61], [0.96, -0.56, -1.01], [-3.60, -2.44, 2.71]],
  "lowdin_charge": [0.029, -0.272, -0.086, 0.023, -0.194, 0.013, -0.041, 0.089, 0.025, 0.025, 0.052, -0.034, 0.076, 0.025, -0.358, 0.117, 0.062, 0.129, 0.173, 0.023, 0.058, 0.110, 0.085, 0.104, 0.105, 0.099, -0.097, -0.243, -0.177, -0.121, -0.097, -0.128, -0.101, -0.113, -0.055, -0.056, -0.216, -0.084, 0.054, 0.056, 0.054, 0.105, 0.095, 0.098, 0.102, 0.072, 0.054, 0.067, 0.055, 0.056, 0.128, 0.100, 0.094, 0.117, 0.114, 0.101, 0.110, 0.100, 0.031, 0.052, 0.072, 0.056, 0.306, -0.194, -0.168, -0.222, -0.157, -0.168, -0.206, 0.430, -0.197, -0.174, -0.157, -0.099, -0.107, -0.123, 0.497, -0.103, -0.282, -0.178, -0.139, -0.147, -0.117, 0.441, -0.110, -0.140, -0.174, -0.236, -0.133, -0.136, 0.311, -0.148, -0.207, -0.174, -0.084, -0.137, -0.258]
}

=====

{
  "formula": "C17H40N3O5P",
  "method": "ωB97M-V/def2-TZVPD",
  "largest_force_ev_per_a": 0.3,
  "smiles": "CC(C)CPOC#N.COCCNCCOC.COCCNCCOC",
  "homo_ev": -8.1,
  "total_charge": 0,
  "homo_lumo_gap_ha": 0.3079,
  "mol_weight_g_mol": 397.5,
  "species": ["C", "C", "C", "C", "P", "O", "C", "N", "H", "H", "H", "H", "H", "H", "H", "H", "H", "H", "C", "O", "C", "C", "N", "C", "C", "O", "C", "H", "H", "H", "H", "H", "H", "H", "H", "H", "H", "H", "H", "H", "H", "H", "C", "O", "C", "C", "N", "C", "C", "O", "C", "H", "H", "H", "H", "H", "H", "H", "H", "H", "H", "H", "H", "H", "H", "H"],
  "coordinates": [[-4.049, 3.787, -8.893], [-3.968, 2.374, -8.316], [-5.000, 2.177, -7.204], [-2.519, 2.048, -7.895], [-1.989, 2.775, -6.288], [-1.094, 1.371, -5.789], [-0.504, 1.483, -4.655], [0.048, 1.567, -3.649], [-5.053, 4.001, -9.264], [-3.347, 3.913, -9.720], [-3.812, 4.529, -8.122], [-4.216, 1.659, -9.108], [-5.108, 1.123, -6.937], [-5.978, 2.520, -7.552], [-4.758, 2.748, -6.306], [-2.377, 0.967, -7.820], [-1.833, 2.389, -8.673], [-0.859, 3.468, -6.787], [4.736, 0.495, 2.706], [4.642, 1.374, 1.604], [4.655, 0.741, 0.330], [3.299, 0.816, -0.337], [2.333, 0.001, 0.378], [0.949, 0.130, -0.059], [0.280, 1.495, 0.014], [0.055, 1.966, 1.334], [1.161, 2.586, 1.959], [4.897, 1.108, 3.591], [3.825, -0.097, 2.852], [5.583, -0.190, 2.595], [4.970, -0.302, 0.431], [5.389, 1.262, -0.290], [3.391, 0.444, -1.363], [3.016, 1.876, -0.401], [2.383, 0.203, 1.369], [0.372, -0.563, 0.556], [0.877, -0.227, -1.092], [-0.711, 1.397, -0.435], [0.817, 2.248, -0.573], [1.779, 3.127, 1.235], [1.792, 1.868, 2.492], [0.769, 3.298, 2.686], [0.679, -4.997, 6.495], [-0.122, -5.039, 5.334], [-1.438, -4.528, 5.496], [-1.629, -3.236, 4.734], [-0.853, -2.154, 5.319], [-0.831, -0.919, 4.544], [-0.243, -0.953, 3.140], [1.158, -1.157, 3.089], [1.591, -2.502, 3.123], [1.581, -5.569, 6.283], [0.970, -3.977, 6.769], [0.167, -5.451, 7.349], [-1.661, -4.382, 6.558], [-2.132, -5.275, 5.101], [-2.690, -2.966, 4.769], [-1.376, -3.431, 3.682], [0.097, -2.470, 5.468], [-0.266, -0.181, 5.119], [-1.857, -0.543, 4.469], [-0.405, 0.032, 2.695], [-0.754, -1.683, 2.499], [0.884, -3.162, 2.613], [1.736, -2.865, 4.146], [2.548, -2.547, 2.603]],
  "atomic_forces_ev_per_a": [[0.00, -0.10, 0.09], [0.05, 0.01, 0.01], [-0.09, -0.06, -0.14], [-0.16, -0.01, -0.24], [0.02, -0.03, -0.12], [-0.13, 0.11, -0.10], [0.08, -0.10, 0.01], [0.12, 0.00, 0.27], [0.04, 0.02, 0.03], [-0.01, 0.04, 0.04], [-0.01, 0.01, -0.06], [0.02, 0.12, -0.06], [0.10, 0.05, 0.09], [0.03, -0.04, 0.02], [0.00, -0.03, -0.02], [-0.03, 0.04, 0.19], [-0.04, -0.08, -0.03], [0.02, 0.02, 0.05], [0.01, 0.01, 0.00], [-0.03, -0.01, 0.03], [0.06, -0.01, -0.05], [-0.08, -0.02, 0.06], [0.06, 0.16, 0.05], [0.06, -0.27, -0.02], [-0.08, 0.02, -0.12], [0.01, 0.01, 0.04], [-0.04, 0.00, 0.05], [-0.01, 0.01, 0.00], [0.01, -0.01, -0.02], [0.01, 0.00, 0.01], [-0.03, -0.01, -0.02], [0.01, 0.01, 0.03], [-0.03, 0.01, -0.01], [0.03, 0.00, -0.03], [-0.05, -0.08, 0.01], [-0.07, 0.00, -0.06], [0.00, 0.09, -0.03], [0.01, 0.02, -0.01], [0.05, -0.01, 0.05], [0.01, 0.00, 0.00], [0.03, 0.01, -0.04], [0.00, 0.00, -0.01], [0.01, -0.04, 0.00], [0.05, 0.06, -0.02], [-0.08, -0.05, 0.03], [0.05, 0.06, -0.01], [0.09, -0.08, -0.04], [0.05, -0.02, 0.14], [-0.13, 0.20, -0.09], [0.06, 0.02, 0.11], [0.06, 0.02, -0.05], [0.00, 0.00, -0.01], [-0.04, 0.01, 0.02], [0.01, 0.00, 0.01], [0.00, 0.05, -0.01], [0.01, -0.02, 0.02], [0.00, 0.02, -0.02], [-0.03, -0.02, 0.00], [0.00, 0.00, -0.02], [-0.03, 0.02, 0.00], [-0.01, -0.01, -0.02], [-0.04, -0.02, -0.01], [0.05, -0.06, 0.04], [0.00, -0.01, 0.00], [-0.05, -0.02, -0.01], [-0.01, 0.00, -0.02]],
  "lowdin_charge": [-0.090, -0.499, -0.108, -0.364, 1.006, -0.280, -0.480, 0.163, 0.078, 0.077, 0.080, 0.128, 0.081, 0.077, 0.047, 0.087, 0.077, -0.035, -0.110, -0.192, -0.217, -0.216, -0.042, -0.195, -0.221, -0.199, -0.099, 0.088, 0.068, 0.087, 0.120, 0.120, 0.125, 0.106, 0.058, 0.099, 0.112, 0.117, 0.106, 0.087, 0.075, 0.087, -0.119, -0.194, -0.219, -0.221, -0.051, -0.194, -0.227, -0.204, -0.093, 0.087, 0.080, 0.087, 0.121, 0.121, 0.124, 0.107, 0.074, 0.121, 0.120, 0.106, 0.114, 0.092, 0.075, 0.085]
}